[1]
C18H19ClN5O4SSc as an isolated structure in a non-equilibrium geometry, computed with ωB97M-V/def2-TZVPD.

Each line ends with the Löwdin charge.
Geometry (Å):
Sc (-0.0238, -0.9126, -0.2491)  0.880
C (-2.2907, 5.1884, 0.6465)  -0.078
C (-1.2509, 4.7794, -0.4408)  -0.215
N (-1.5002, 3.4193, -0.9337)  -0.034
C (-1.1735, 2.2460, -0.4029)  -0.801
S (-1.7104, 0.8194, -1.2334)  0.697
N (-0.5345, 2.2724, 0.7585)  0.000
N (-0.0477, 1.0367, 1.1058)  -0.026
C (0.6219, 1.0031, 2.2360)  -0.268
C (1.0532, 2.2142, 2.9482)  -0.035
C (1.0120, -0.3409, 2.6564)  -0.179
C (1.5249, -0.5068, 3.9779)  0.039
C (1.8760, -1.8537, 4.3157)  -0.051
C (1.6400, -2.8686, 3.4278)  -0.050
C (1.1476, -2.5536, 2.1482)  -0.107
N (0.8230, -1.3480, 1.7646)  0.030
H (-1.8742, 5.9755, 1.2619)  0.058
H (-3.1801, 5.6273, 0.2176)  0.054
H (-2.5987, 4.2840, 1.2336)  0.085
H (-1.2180, 5.4517, -1.3151)  0.115
H (-0.2377, 4.8363, -0.0833)  0.095
H (-2.1153, 3.3343, -1.7302)  0.108
H (0.6220, 3.0071, 2.3710)  0.049
H (0.6431, 2.3555, 3.9454)  0.087
H (2.1711, 2.3413, 2.9877)  0.116
H (1.7177, 0.2717, 4.6815)  0.100
H (2.2433, -2.1616, 5.2687)  0.100
H (1.8320, -3.9218, 3.7641)  0.128
H (0.9966, -3.3789, 1.4139)  0.135
O (-3.0168, -3.7545, -0.2406)  0.116
C (-2.1729, -2.9510, -0.5191)  -0.569
O (-1.3348, -2.3155, 0.2437)  -0.122
C (-1.8243, -2.6568, -1.9546)  -0.157
C (-2.5751, -3.1464, -3.0172)  0.024
C (-2.2669, -2.7810, -4.3309)  -0.040
C (-1.2541, -1.8613, -4.5325)  -0.056
C (-0.5115, -1.3543, -3.4558)  -0.077
N (-0.8608, -1.7118, -2.1656)  -0.043
H (-3.2926, -3.9101, -2.8426)  0.112
H (-2.7799, -3.0430, -5.2578)  0.115
H (-0.9627, -1.5747, -5.5419)  0.109
H (0.3137, -0.6653, -3.5824)  0.118
Cl (4.2964, -0.6845, -3.0405)  0.553
C (3.8376, -1.4093, -1.4524)  -0.462
C (2.3497, -1.1937, -1.1007)  -0.670
O (1.6225, -2.2199, -0.7413)  -0.108
O (1.9198, -0.0237, -1.0838)  -0.048
H (4.4264, -0.8791, -0.6623)  0.101
H (3.9173, -2.4807, -1.4644)  0.070

Values from the calculation:
* ΔE to the lowest compared entry with this formula, charge and spin: 101.0 kJ/mol
* gap between HOMO and LUMO: 7.4 eV
* E_HOMO: -0.287 Eh
* charge: 0
* E: -78678.716 eV



[2]
C2H4O2Tb as an isolated structure in a non-equilibrium geometry, computed with ωB97M-V/def2-TZVPD.

Each line ends with the Mulliken spin population.
Geometry (Å):
C (-0.7995, 0.9773, 0.1109)  -0.624
C (-0.4348, 1.6441, 1.2547)  0.128
O (-1.0211, 2.7438, 1.7344)  0.027
Tb (-2.9015, 2.0269, 1.1622)  6.727
H (-1.4349, 1.5605, -0.6061)  -0.018
H (0.3732, 1.2372, 1.8869)  -0.010
H (0.4714, 0.1695, -0.8701)  0.106
O (1.3544, -0.5165, -1.5718)  -0.349
H (2.1848, -0.0890, -1.7964)  0.014

Values from the calculation:
* gap between HOMO and LUMO (alpha / beta): 7.0 / 7.6 eV
* E_HOMO (alpha / beta): -0.505 / -0.482 Eh
* 2S+1: 7
* charge: +1
* E: -28655.305 eV



[3]
C3H2FMnO2 as an isolated structure in a non-equilibrium geometry, computed with ωB97M-V/def2-TZVPD.

Each line ends with the Mulliken spin population.
Geometry (Å):
F (-0.8292, 1.8838, -0.3829)  0.023
O (0.6261, -1.0818, -0.6546)  0.099
O (1.4487, 0.9741, 0.1888)  0.063
C (-0.6467, -1.1940, -0.0200)  -0.013
C (-0.8771, 0.2144, 0.2712)  0.031
C (0.3310, 0.7519, -0.3257)  -0.014
H (-1.3840, -1.5941, -0.7344)  0.004
H (-1.2908, 0.5171, 1.2333)  -0.001
Mn (2.6220, -0.4713, 0.4242)  4.808

Values from the calculation:
* ΔE to the lowest compared entry with this formula, charge and spin: 581.1 kJ/mol
* gap between HOMO and LUMO (alpha / beta): 5.1 / 5.0 eV
* E_HOMO (alpha / beta): -0.462 / -0.460 Eh
* 2S+1: 6
* charge: +1
* E: -41259.365 eV



Which value of E does entry 3 give? -41259.365 eV